# 1
Computed, not measured: a structure of composition C14H36NaO10P, with the ωB97M-V functional and the def2-TZVPD basis.

The HOMO energy comes out at 1.93 eV. Its charge is -4. The calculation puts the HOMO-LUMO gap at 0.1790 hartree. Its LUMO energy is 0.250 hartree.

Element x y z (Å)
1 Na -1.204 1.325 1.194
2 O -3.974 -5.777 -5.441
3 C -3.672 -4.508 -5.496
4 C -5.202 -3.960 -5.831
5 O -5.137 -2.538 -6.328
6 H -3.203 -4.317 -6.547
7 H -3.234 -4.001 -4.647
8 H -5.616 -4.024 -4.837
9 H -5.456 -4.676 -6.578
10 P -1.652 4.551 1.842
11 O -1.179 4.266 3.295
12 O -3.052 4.882 1.414
13 O -1.103 3.475 0.958
14 O -0.617 5.757 1.380
15 C -4.118 -1.632 2.359
16 C -3.851 -0.545 1.246
17 C -4.697 0.764 1.462
18 O -2.527 -0.210 1.160
19 H -5.140 -2.001 2.352
20 H -3.960 -1.194 3.340
21 H -3.389 -2.453 2.304
22 H -4.160 -0.937 0.255
23 H -5.717 0.494 1.196
24 H -4.341 1.506 0.747
25 H -4.659 1.079 2.486
26 H -5.428 -2.604 -7.212
27 C 0.909 1.604 5.499
28 C 1.352 2.183 4.061
29 C 2.645 1.495 3.523
30 O 0.231 2.141 3.207
31 H 0.593 0.541 5.495
32 H 0.166 2.251 5.969
33 H 1.743 1.640 6.257
34 H 1.715 3.181 4.159
35 H 2.512 0.452 3.296
36 H 3.516 1.501 4.233
37 H 3.005 1.980 2.639
38 H -0.263 2.939 3.188
39 C 0.401 -1.430 -2.331
40 C -0.745 -0.670 -1.609
41 C -1.854 -0.367 -2.583
42 O -1.132 -1.413 -0.562
43 H 1.227 -1.567 -1.672
44 H 0.758 -0.837 -3.182
45 H 0.026 -2.382 -2.718
46 H -0.479 0.323 -1.234
47 H -1.560 -0.019 -3.583
48 H -2.603 0.333 -2.224
49 H -2.397 -1.276 -2.676
50 H -1.722 -0.966 0.113
51 C 7.072 -0.802 -0.362
52 C 8.528 -0.361 -0.910
53 C 8.746 1.063 -0.371
54 O 9.379 -1.308 -0.609
55 H 6.360 -0.065 -0.796
56 H 6.988 -0.719 0.712
57 H 6.784 -1.849 -0.576
58 H 8.215 -0.459 -2.014
59 H 8.564 1.009 0.687
60 H 8.040 1.770 -0.797
61 H 9.744 1.407 -0.574
62 H -0.177 5.954 2.271

---

# 2
Computed, not measured: the ion C7H11B2BrIN2O3 with charge +1, with the ωB97M-V functional and the def2-TZVPD basis.

The HOMO energy comes out at -13.56 eV. Its charge is +1. The calculation puts the HOMO-LUMO gap at 0.3169 hartree. Its LUMO energy is -0.181 hartree.

Element x y z (Å)
1 C 4.243 0.179 0.780
2 C 2.772 -0.184 0.790
3 O 1.935 1.022 0.811
4 B 1.314 1.348 -0.321
5 O 1.912 1.753 -1.448
6 N -0.251 1.192 -0.291
7 N -0.589 -0.066 -0.024
8 C -1.865 -0.376 0.057
9 B -2.236 -1.913 0.348
10 C -1.733 -2.994 -0.640
11 O -2.980 -2.215 1.430
12 C -2.850 0.613 -0.149
13 C -2.499 1.904 -0.419
14 I -3.956 3.331 -0.711
15 C -1.128 2.174 -0.474
16 Br -0.462 3.878 -0.745
17 H 4.621 0.309 1.792
18 H 4.408 1.095 0.217
19 H 4.817 -0.621 0.315
20 H 2.494 -0.739 1.682
21 H 2.502 -0.801 -0.067
22 H 1.361 1.993 -2.200
23 H -1.977 -2.728 -1.670
24 H -0.640 -3.019 -0.580
25 H -2.121 -3.984 -0.417
26 H -3.198 -1.490 2.025
27 H -3.896 0.339 -0.089

---

# 3
Computed, not measured: an isolated molecule of C4H8N2O2, with the ωB97M-V functional and the def2-TZVPD basis.

The HOMO energy comes out at -9.32 eV. The calculation puts the HOMO-LUMO gap at 0.3663 hartree. Its LUMO energy is 0.024 hartree.

Element x y z (Å)
1 C 2.287 1.259 0.065
2 N 1.106 0.803 0.135
3 N 0.743 -0.459 -0.190
4 C 1.786 -1.512 -0.182
5 C -0.504 -0.827 0.406
6 C -1.672 0.040 0.040
7 O -2.773 -0.469 -0.110
8 O -1.497 1.363 -0.183
9 H 3.188 0.651 -0.232
10 H 2.379 2.323 0.265
11 H 2.273 -1.591 0.796
12 H 1.269 -2.396 -0.541
13 H 2.499 -1.221 -0.952
14 H -0.442 -0.860 1.505
15 H -0.806 -1.812 0.045
16 H -0.519 1.584 -0.128

---

# 4
Computed, not measured: a structure of composition C49H44CrN4O2PS3, with the ωB97M-V functional and the def2-TZVPD basis.

The HOMO energy (alpha / beta) comes out at -4.31 / -4.31 eV. As for the expectation value of S²: 6.011. Its charge is -1. The spin multiplicity is 5. The calculation puts the HOMO-LUMO gap (alpha / beta) at 0.2371 / 0.2364 hartree. Its LUMO energy (alpha / beta) is 0.079 / 0.078 hartree.

Element x y z (Å)
1 Cr -0.235 0.353 -0.350
2 O -0.211 1.725 -1.701
3 C -1.180 2.033 -2.622
4 C -1.523 0.755 -3.412
5 C -2.148 -0.396 -2.657
6 C -3.244 -1.010 -3.252
7 C -3.792 -2.145 -2.693
8 C -3.188 -2.666 -1.571
9 C -2.110 -2.005 -0.989
10 C -1.452 -2.663 0.197
11 C -1.259 -1.834 1.490
12 O -0.384 -0.805 1.205
13 C -2.540 -1.234 2.082
14 C -2.375 -0.439 3.220
15 C -3.445 0.217 3.797
16 C -4.726 0.067 3.269
17 C -4.910 -0.752 2.172
18 C -3.823 -1.397 1.582
19 C -0.628 -2.803 2.506
20 C -1.356 -3.436 3.509
21 C -0.731 -4.310 4.392
22 C 0.630 -4.555 4.284
23 C 1.361 -3.930 3.282
24 C 0.733 -3.069 2.397
25 N -1.619 -0.855 -1.500
26 C -0.622 3.055 -3.622
27 C -1.455 3.835 -4.417
28 C -0.924 4.769 -5.296
29 C 0.452 4.935 -5.387
30 C 1.288 4.157 -4.597
31 C 0.754 3.222 -3.718
32 C -2.373 2.658 -1.874
33 C -3.675 2.182 -1.891
34 C -4.645 2.717 -1.043
35 C -4.327 3.753 -0.186
36 C -3.031 4.266 -0.189
37 C -2.070 3.721 -1.018
38 H -0.555 0.414 -3.791
39 H -2.163 0.984 -4.267
40 H -3.639 -0.597 -4.170
41 H -4.668 -2.614 -3.124
42 H -3.526 -3.596 -1.136
43 H -0.431 -2.922 -0.097
44 H -1.987 -3.590 0.415
45 H -1.386 -0.359 3.661
46 H -3.285 0.845 4.666
47 H -5.568 0.577 3.720
48 H -5.903 -0.904 1.765
49 H -4.004 -2.033 0.728
50 H -2.417 -3.243 3.615
51 H -1.310 -4.786 5.175
52 H 1.119 -5.232 4.974
53 H 2.429 -4.094 3.207
54 H 1.305 -2.554 1.637
55 H -2.531 3.722 -4.339
56 H -1.585 5.375 -5.904
57 H 0.867 5.674 -6.061
58 H 2.363 4.281 -4.660
59 H 1.388 2.624 -3.075
60 H -3.959 1.383 -2.561
61 H -5.647 2.304 -1.050
62 H -5.075 4.158 0.484
63 H -2.769 5.084 0.472
64 H -1.056 4.101 -1.003
65 S 4.681 2.049 3.502
66 P 3.401 0.742 4.268
67 S 1.962 -0.039 3.138
68 C 4.327 -0.681 4.971
69 C 4.858 -1.605 4.068
70 C 5.501 -2.743 4.524
71 C 5.619 -2.980 5.891
72 C 5.108 -2.061 6.791
73 C 4.468 -0.913 6.333
74 C 2.570 1.458 5.753
75 C 2.854 2.750 6.173
76 C 2.090 3.355 7.168
77 C 1.037 2.668 7.750
78 C 0.747 1.371 7.337
79 C 1.501 0.775 6.338
80 H 4.737 -1.425 3.007
81 H 5.902 -3.456 3.813
82 H 6.111 -3.877 6.248
83 H 5.200 -2.237 7.857
84 H 4.069 -0.199 7.042
85 H 3.676 3.277 5.703
86 H 2.310 4.370 7.477
87 H 0.437 3.139 8.519
88 H -0.079 0.831 7.783
89 H 1.255 -0.218 5.981
90 C 4.947 3.603 -0.255
91 C 3.578 4.281 -0.256
92 C 2.505 3.368 0.253
93 N 2.325 2.168 -0.147
94 N 1.265 1.551 0.460
95 C 0.632 2.326 1.293
96 N -0.466 1.946 2.005
97 S 1.323 3.897 1.425
98 H 5.713 4.304 -0.590
99 H 4.943 2.740 -0.919
100 H 5.198 3.256 0.748
101 H 3.311 4.598 -1.268
102 H 3.599 5.178 0.366
103 H -0.442 0.944 2.214
104 H -0.660 2.521 2.809

---

# 5
Computed, not measured: a cluster of 2 separate species, C5H13NO in total, with the ωB97M-V functional and the def2-TZVPD basis.

The HOMO energy comes out at -9.75 eV. The calculation puts the HOMO-LUMO gap at 0.3886 hartree. Its LUMO energy is 0.030 hartree.

Element x y z (Å)
1 C 0.144 0.002 2.984
2 C -1.074 0.670 2.298
3 N -1.262 2.000 2.465
4 O -1.838 -0.057 1.693
5 H -0.163 -0.852 3.568
6 H 0.707 0.739 3.559
7 H 0.783 -0.286 2.153
8 H -2.077 2.396 1.999
9 H -0.504 2.632 2.667
10 C 1.544 -1.389 -2.242
11 C 0.640 -0.262 -1.630
12 C -0.732 -0.256 -2.303
13 H 1.145 -1.592 -3.232
14 H 1.662 -2.234 -1.569
15 H 2.558 -1.032 -2.442
16 H 0.479 -0.391 -0.561
17 H 1.181 0.640 -1.909
18 H -0.589 -0.274 -3.387
19 H -1.370 -1.117 -2.112
20 H -1.233 0.663 -1.997

---

# 6
Computed, not measured: an isolated molecule of C3H8O, with the ωB97M-V functional and the def2-TZVPD basis.

The HOMO energy comes out at -10.26 eV. The calculation puts the HOMO-LUMO gap at 0.4146 hartree. Its LUMO energy is 0.038 hartree.

Element x y z (Å)
1 C -1.147 -0.606 0.559
2 C -0.129 -0.028 -0.407
3 C 1.325 -0.121 0.007
4 O -0.344 1.488 -0.319
5 H -2.125 -0.196 0.303
6 H -1.208 -1.702 0.540
7 H -0.895 -0.302 1.581
8 H -0.313 -0.336 -1.440
9 H 2.037 -0.449 -0.760
10 H 1.262 0.995 0.110
11 H 1.532 -0.615 0.966
12 H -0.112 1.946 -1.145

---

no.,F_max (eV/Å),E (Eh)
1,5.11,-1810.91685
2,0.70,-3529.87944
3,2.34,-417.16342
4,0.93,-4843.73976
5,1.99,-328.30342
6,2.67,-194.29730